Record 1
Molecular formula: C53H126F3N8O21Y
Method: DFT, wB97M-V/def2-TZVPD

## Properties
Total energy in eV: -121108.7764
Frontier orbital gap in Ha: 0.277
Total charge: 0
HOMO energy in eV: -7.850
Lowest unoccupied orbital energy in eV: -0.31

Geometry as XYZ:
```
212
Properties=species:S:1:pos:R:3:lowdin_charge:R:1
Y 1.436 0.267 -2.636 1.592
C -0.282 -0.054 -1.051 -0.538
O -0.283 -1.724 -1.687 -0.330
O -1.599 0.327 -0.963 -0.120
O 0.561 -0.023 0.074 -0.164
C 3.607 1.171 -4.861 -0.451
O 4.710 0.540 -4.296 -0.119
O 2.636 1.313 -3.975 -0.223
C 4.149 2.615 -5.199 -0.494
F 4.941 2.598 -6.260 0.146
F 3.134 3.463 -5.505 0.126
F 4.849 3.114 -4.088 0.092
C 5.776 0.171 -5.253 -0.202
C 6.611 -0.907 -4.627 -0.057
H 6.076 -1.852 -4.633 0.070
H 7.501 -0.987 -5.257 0.086
H 6.912 -0.588 -3.628 0.089
H 6.220 1.124 -5.494 0.109
H 5.266 -0.182 -6.153 0.122
H 3.357 0.781 -5.859 0.150
C 0.968 -0.934 -5.812 -0.099
O 1.121 -1.327 -4.468 -0.308
C 2.079 -2.472 -4.402 -0.130
C 2.289 -2.787 -2.966 -0.191
N 2.872 -1.643 -2.189 -0.092
C 3.287 -1.986 -0.797 -0.148
C 4.323 -3.071 -0.769 -0.204
O 5.301 -2.630 -1.691 -0.212
C 6.330 -3.562 -1.941 -0.082
H 1.920 -0.962 -6.329 0.081
H 0.512 0.061 -5.894 0.098
H 0.308 -1.672 -6.293 0.109
H 2.988 -2.138 -4.960 0.138
H 1.557 -3.279 -4.931 0.123
H 2.961 -3.637 -2.849 0.119
H 1.319 -3.024 -2.533 0.087
H 3.775 -1.444 -2.637 0.095
H 2.382 -2.298 -0.254 0.109
H 3.629 -1.034 -0.366 0.099
H 3.905 -4.001 -1.172 0.102
H 4.670 -3.307 0.247 0.130
H 5.904 -4.563 -2.113 0.097
H 7.031 -3.587 -1.106 0.080
H 6.845 -3.213 -2.835 0.074
C -0.122 -2.818 3.898 -0.147
O -0.084 -3.721 2.849 -0.196
C 0.617 -3.207 1.682 -0.180
C 0.593 -4.264 0.585 -0.218
N 1.653 -5.217 0.824 -0.064
C 1.649 -6.195 -0.232 -0.229
C 2.686 -7.254 0.134 -0.194
O 2.708 -8.242 -0.902 -0.199
C 1.640 -9.137 -0.896 -0.139
H -0.636 -1.879 3.601 0.081
H 0.891 -2.542 4.251 0.083
H -0.680 -3.234 4.746 0.090
H 1.667 -2.961 1.932 0.112
H 0.073 -2.306 1.375 0.118
H 0.808 -3.733 -0.343 0.087
H -0.426 -4.686 0.500 0.114
H 1.469 -5.700 1.713 0.127
H 1.803 -5.753 -1.222 0.115
H 0.650 -6.669 -0.195 0.119
H 2.425 -7.705 1.104 0.122
H 3.718 -6.895 0.159 0.123
H 0.662 -8.751 -1.185 0.076
H 1.479 -9.499 0.145 0.093
H 1.899 -10.012 -1.494 0.089
C 1.213 1.609 3.077 -0.113
O 2.518 1.129 3.105 -0.169
C 2.546 -0.183 2.554 -0.244
C 3.881 -0.754 2.741 -0.203
N 4.796 0.019 1.869 -0.052
C 6.182 -0.041 2.315 -0.217
C 6.778 -1.364 1.920 -0.257
O 8.106 -1.474 2.396 -0.195
C 8.611 -2.826 2.310 -0.089
H 1.186 2.625 3.454 0.087
H 0.580 0.971 3.723 0.098
H 0.819 1.536 2.048 0.064
H 2.322 -0.227 1.485 0.099
H 1.869 -0.864 3.086 0.103
H 3.924 -1.769 2.335 0.102
H 4.298 -0.834 3.769 0.136
H 4.498 0.997 1.969 0.105
H 6.347 0.172 3.400 0.130
H 6.763 0.724 1.762 0.126
H 6.783 -1.360 0.817 0.122
H 6.202 -2.255 2.218 0.114
H 9.627 -2.767 2.702 0.085
H 8.620 -3.155 1.242 0.085
H 8.000 -3.524 2.900 0.085
C -3.600 -4.501 1.361 -0.095
O -4.022 -4.048 0.076 -0.185
C -3.162 -3.049 -0.433 -0.240
C -3.720 -2.604 -1.746 -0.196
N -2.871 -2.783 -2.920 -0.073
C -2.494 -4.150 -3.158 -0.217
C -1.451 -4.170 -4.292 -0.213
O -1.026 -5.460 -4.677 -0.181
C 0.079 -5.914 -3.909 -0.100
H -3.395 -3.650 2.011 0.065
H -2.682 -5.105 1.320 0.079
H -4.459 -5.057 1.747 0.089
H -2.149 -3.439 -0.578 0.096
H -3.058 -2.149 0.207 0.124
H -3.981 -1.522 -1.770 0.105
H -4.636 -3.158 -1.963 0.121
H -1.983 -2.304 -2.675 0.058
H -3.394 -4.670 -3.504 0.126
H -2.178 -4.661 -2.250 0.107
H -0.595 -3.508 -3.980 0.105
H -1.887 -3.720 -5.195 0.126
H 0.407 -6.846 -4.367 0.090
H -0.224 -6.084 -2.866 0.080
H 0.931 -5.189 -3.910 0.072
C -5.384 4.662 6.787 -0.116
O -5.843 3.340 6.639 -0.215
C -5.822 2.631 7.854 -0.235
C -6.363 1.265 7.652 -0.212
N -5.617 0.521 6.659 -0.055
C -6.122 -0.701 6.122 -0.246
C -5.185 -1.243 5.113 -0.238
O -4.983 -0.301 4.061 -0.210
C -4.069 -0.711 3.063 -0.087
H -5.445 5.186 5.825 0.089
H -4.363 4.758 7.156 0.086
H -6.012 5.207 7.501 0.087
H -6.452 3.185 8.600 0.137
H -4.790 2.690 8.189 0.123
H -7.404 1.316 7.350 0.105
H -6.340 0.680 8.570 0.123
H -5.353 1.130 5.880 0.110
H -7.143 -0.647 5.638 0.133
H -6.185 -1.466 6.918 0.129
H -5.492 -2.181 4.662 0.122
H -4.210 -1.434 5.593 0.126
H -4.504 -1.526 2.467 0.080
H -3.148 -1.090 3.523 0.078
H -3.898 0.143 2.402 0.086
C 4.483 1.222 -1.463 -0.032
O 3.094 1.112 -1.059 -0.304
C 2.630 2.285 -0.424 -0.193
C 2.148 3.269 -1.482 -0.156
N 0.936 2.634 -1.989 -0.092
C 0.385 3.326 -3.207 -0.142
C -0.846 2.571 -3.548 -0.168
O -0.475 1.201 -3.915 -0.306
C -1.652 0.392 -4.220 -0.050
H 5.084 1.181 -0.557 0.089
H 4.673 2.088 -2.092 0.085
H 4.641 0.320 -2.053 0.069
H 3.449 2.723 0.171 0.140
H 1.854 1.970 0.275 0.097
H 2.891 3.467 -2.269 0.124
H 1.918 4.254 -1.031 0.110
H 0.274 2.640 -1.194 0.103
H 1.174 3.243 -3.960 0.110
H 0.108 4.380 -3.059 0.134
H -1.331 3.049 -4.424 0.140
H -1.592 2.441 -2.761 0.125
H -2.154 0.796 -5.106 0.100
H -2.350 0.400 -3.373 0.084
H -1.309 -0.632 -4.354 0.072
C -8.678 3.170 4.790 -0.112
O -8.681 2.819 3.443 -0.187
C -7.576 2.115 2.983 -0.219
C -6.397 3.013 2.750 -0.209
N -6.539 4.130 1.845 -0.061
C -6.985 3.910 0.508 -0.213
C -5.873 3.238 -0.335 -0.206
O -5.939 1.855 -0.032 -0.222
C -4.955 1.075 -0.638 -0.122
H -8.565 2.303 5.461 0.082
H -9.638 3.633 4.983 0.086
H -7.894 3.889 5.049 0.073
H -7.920 1.655 2.040 0.130
H -7.340 1.313 3.710 0.118
H -5.681 2.388 2.230 0.102
H -5.953 3.408 3.679 0.118
H -7.174 4.791 2.309 0.116
H -7.060 4.829 -0.061 0.110
H -7.922 3.358 0.373 0.122
H -4.848 3.609 -0.111 0.118
H -6.052 3.354 -1.428 0.124
H -3.970 1.445 -0.381 0.062
H -5.022 1.021 -1.747 0.097
H -5.079 0.074 -0.230 0.083
C -1.424 3.079 0.812 -0.068
O -0.401 4.058 0.522 -0.235
C -0.380 5.205 1.346 -0.216
C 0.854 6.001 0.992 -0.237
N 0.738 6.659 -0.279 -0.047
C 1.836 7.532 -0.353 -0.269
C 1.998 8.208 -1.675 -0.243
O 2.423 7.182 -2.518 -0.204
C 2.803 7.603 -3.798 -0.111
H -1.642 2.991 1.886 0.095
H -1.191 2.116 0.363 0.048
H -2.348 3.455 0.350 0.079
H -0.321 4.814 2.348 0.108
H -1.322 5.754 1.245 0.132
H 1.785 5.384 1.145 0.136
H 0.848 6.784 1.762 0.124
H 0.653 5.935 -1.004 0.107
H 2.820 7.084 -0.118 0.132
H 1.633 8.304 0.399 0.128
H 2.718 9.050 -1.636 0.130
H 1.042 8.619 -2.035 0.131
H 3.605 8.347 -3.721 0.087
H 1.972 8.038 -4.377 0.094
H 3.219 6.738 -4.314 0.084
```

Record 2
Molecular formula: C6H10N4
Method: DFT, wB97M-V/def2-TZVPD

## Properties
Total energy in eV: -12339.9781
Frontier orbital gap (alpha / beta) in Ha: 0.278 / 0.278
Total charge: 0
HOMO energy (alpha / beta) in eV: -7.429 / -7.426
Lowest unoccupied orbital energy (alpha / beta) in eV: 0.13 / 0.13
Relative energy (zero: lowest compared OMol25 entry of this formula, charge and spin) in eV: 4.4925

Geometry as XYZ:
```
20
Properties=species:S:1:pos:R:3:lowdin_charge:R:1
C 2.586 0.777 0.076 -0.121
C 1.303 0.608 0.709 -0.134
C 2.059 -1.243 -0.454 -0.139
C 0.119 1.580 0.087 -0.122
C -2.857 -0.593 -0.271 -0.102
C -1.536 -0.006 -0.479 -0.312
N 2.974 -0.254 -0.661 0.100
N -1.171 0.953 0.257 -0.009
N 1.067 -0.837 0.326 -0.191
N 0.081 -1.548 0.659 0.077
H 3.088 1.624 0.150 0.065
H 1.228 0.754 1.705 0.114
H 1.889 -2.139 -0.964 0.107
H 0.129 2.626 0.467 0.122
H 0.221 1.717 -0.974 0.099
H -3.491 -0.316 -1.105 0.069
H -3.245 -0.502 0.770 0.087
H -2.929 -1.749 -0.320 0.103
H -1.142 -0.214 -1.483 0.127
H -0.373 -1.237 1.503 0.060
```

Record 3
Molecular formula: C5H16O3PSi
Method: DFT, wB97M-V/def2-TZVPD

## Properties
Total energy in eV: -28746.3927
Frontier orbital gap in Ha: 0.241
Total charge: +1
HOMO energy in eV: -11.489
Lowest unoccupied orbital energy in eV: -4.94
Relative energy (zero: lowest compared OMol25 entry of this formula, charge and spin) in eV: 2.5629

Geometry as XYZ:
```
26
Properties=species:S:1:pos:R:3:lowdin_charge:R:1
C -1.143 0.320 0.676 -0.243
C -3.965 -0.147 -0.938 -0.159
C 3.645 0.885 2.763 -0.132
C 1.877 -1.315 0.850 -0.153
C -0.746 -0.417 -3.014 -0.259
O 2.234 1.341 0.068 -0.106
O -0.673 0.780 -0.534 -0.432
O -2.798 -0.600 -1.622 -0.413
Si 2.473 0.385 1.329 0.838
P -1.758 0.624 -1.917 0.914
H -0.424 0.589 1.446 0.045
H -1.153 -0.832 0.822 0.112
H -2.153 0.738 0.939 0.094
H -3.859 0.944 -0.748 0.070
H -3.930 -0.699 -0.081 0.045
H -4.899 -0.418 -1.505 0.112
H 4.084 1.809 2.536 0.007
H 3.112 1.098 3.748 0.079
H 4.410 0.042 2.736 0.076
H 2.684 -1.836 0.257 0.071
H 1.599 -2.104 1.677 0.102
H 0.967 -1.256 0.228 0.020
H -0.538 -1.390 -2.514 0.043
H 0.268 -0.045 -3.305 0.055
H -1.437 -0.828 -3.799 0.062
H 2.122 2.330 -0.100 0.154
```

Record 4
Molecular formula: C26H78O26
Method: DFT, wB97M-V/def2-TZVPD

## Properties
Total energy in eV: -81451.1043
Frontier orbital gap in Ha: 0.347
Total charge: 0
HOMO energy in eV: -9.346
Lowest unoccupied orbital energy in eV: 0.09
Relative energy (zero: lowest compared OMol25 entry of this formula, charge and spin) in eV: 6.0609

Geometry as XYZ:
```
130
Properties=species:S:1:pos:R:3:lowdin_charge:R:1
C 5.458 1.357 3.488 -0.228
C 5.457 2.816 3.107 -0.256
O 4.441 3.212 2.256 -0.054
O 4.309 0.810 4.154 -0.076
H 6.285 0.870 4.006 0.122
H 5.615 0.678 2.650 0.080
H 6.366 3.068 2.561 0.118
H 5.532 3.517 3.938 0.118
H 3.545 3.116 2.586 0.065
H 4.094 -0.006 3.697 0.034
C -1.689 -0.808 -0.086 -0.338
C -0.640 -1.612 -0.751 -0.209
O 0.710 -1.387 -0.356 -0.060
O -1.721 0.482 -0.337 -0.024
H -1.565 -0.960 0.986 0.115
H -2.647 -1.213 -0.412 0.108
H -0.642 -1.595 -1.841 0.130
H -0.873 -2.613 -0.390 0.115
H 0.823 -0.545 0.091 0.058
H -2.401 0.921 0.179 0.093
C -3.168 3.218 -1.740 -0.178
C -4.207 4.390 -1.628 -0.252
O -4.765 4.632 -0.357 -0.063
O -1.913 3.548 -1.034 -0.094
H -2.884 3.014 -2.772 0.113
H -3.735 2.380 -1.335 0.101
H -4.962 4.062 -2.342 0.105
H -3.642 5.288 -1.878 0.115
H -5.332 5.406 -0.368 0.085
H -1.800 3.040 -0.228 0.014
C 7.423 1.652 -0.931 -0.141
C 6.569 0.803 0.070 -0.220
O 5.508 0.162 -0.606 -0.088
O 6.961 3.085 -0.829 -0.090
H 7.325 1.268 -1.946 0.109
H 8.480 1.518 -0.702 0.108
H 6.185 1.427 0.877 0.088
H 7.221 -0.009 0.392 0.111
H 5.251 0.705 -1.355 0.027
H 6.002 3.115 -0.801 0.048
C -5.087 -3.820 0.480 -0.298
C -5.198 -2.549 1.310 -0.209
O -6.444 -2.660 2.032 -0.069
O -5.197 -5.017 1.152 -0.039
H -4.056 -3.805 0.126 0.107
H -5.693 -3.733 -0.421 0.118
H -5.200 -1.703 0.622 0.112
H -4.360 -2.466 2.002 0.107
H -6.307 -3.259 2.769 0.080
H -4.917 -5.750 0.600 0.097
C 0.816 1.972 1.513 -0.177
C -0.666 1.926 2.169 -0.170
O -1.536 2.928 1.673 -0.078
O 1.477 3.225 1.686 -0.075
H 0.717 1.790 0.443 0.096
H 1.435 1.183 1.941 0.109
H -0.401 2.243 3.177 0.114
H -1.241 0.999 2.170 0.105
H -1.115 3.790 1.701 0.097
H 2.199 3.260 1.055 0.057
C 1.407 -5.909 -1.279 -0.151
C 2.386 -4.975 -0.619 -0.256
O 2.772 -5.396 0.661 -0.046
O 0.092 -5.923 -0.490 -0.121
H 1.609 -6.976 -1.371 0.114
H 1.087 -5.664 -2.292 0.109
H 2.017 -3.957 -0.491 0.112
H 3.146 -4.783 -1.376 0.124
H 2.111 -5.084 1.284 0.052
H -0.205 -6.830 -0.593 0.057
C 3.325 1.284 -3.369 -0.214
C 3.788 -0.213 -3.729 -0.192
O 3.431 -1.101 -2.676 -0.067
O 4.076 1.885 -2.332 -0.081
H 2.269 1.278 -3.099 0.110
H 3.344 1.936 -4.243 0.114
H 4.856 -0.033 -3.845 0.106
H 3.376 -0.614 -4.655 0.118
H 3.598 -0.667 -1.837 0.051
H 3.564 2.672 -2.129 0.026
C -1.265 -3.155 3.486 -0.248
C -0.406 -4.385 3.915 -0.203
O 0.362 -4.959 2.860 -0.074
O -0.581 -1.937 3.500 -0.060
H -2.212 -3.073 4.019 0.116
H -1.577 -3.311 2.453 0.103
H -1.109 -5.120 4.305 0.108
H 0.291 -4.141 4.717 0.121
H -0.057 -4.873 2.000 0.062
H -0.818 -1.512 4.327 0.090
C 1.955 4.086 -1.614 -0.193
C 1.253 5.185 -0.891 -0.215
O 1.677 6.500 -1.363 -0.067
O 3.333 4.292 -1.254 -0.100
H 2.096 4.157 -2.692 0.136
H 1.654 3.091 -1.284 0.115
H 1.312 5.158 0.197 0.116
H 0.196 5.187 -1.157 0.111
H 1.108 7.077 -0.848 0.083
H 3.543 5.216 -1.100 0.097
C -4.399 -0.988 -3.047 -0.267
C -4.394 0.229 -3.971 -0.296
O -4.852 0.003 -5.242 -0.039
O -3.657 -2.034 -3.550 -0.034
H -5.450 -1.207 -2.859 0.117
H -3.880 -0.564 -2.188 0.099
H -3.390 0.628 -4.115 0.116
H -4.903 1.091 -3.541 0.110
H -4.278 -0.708 -5.538 0.085
H -4.248 -2.786 -3.629 0.095
C 3.185 -2.239 2.437 -0.214
C 4.477 -2.812 1.873 -0.257
O 5.587 -2.171 2.393 -0.040
O 3.234 -0.883 2.101 -0.078
H 3.046 -2.355 3.512 0.130
H 2.279 -2.712 2.056 0.101
H 4.517 -2.682 0.792 0.124
H 4.525 -3.891 2.020 0.112
H 6.233 -1.906 1.734 0.084
H 3.548 -0.826 1.196 0.080
C -8.550 1.455 0.069 -0.306
C -7.708 1.743 -1.237 -0.195
O -7.261 0.494 -1.779 -0.090
O -7.766 1.247 1.114 -0.028
H -9.266 0.643 -0.052 0.124
H -9.000 2.422 0.294 0.119
H -6.834 2.375 -1.084 0.109
H -8.379 2.272 -1.914 0.107
H -7.999 0.021 -2.171 0.085
H -7.416 0.358 1.019 0.091
```

Record 5
Molecular formula: C14H12Br4N2O5
Method: DFT, wB97M-V/def2-TZVPD

## Properties
Total energy in eV: -308100.5588
Frontier orbital gap in Ha: 0.337
Total charge: 0
HOMO energy in eV: -9.085
SMILES: COc1c(Br)c(Br)c(Br)c(Br)c1CN1C(=O)CCN(CC(=O)O)C1=O
Lowest unoccupied orbital energy in eV: 0.08
Relative energy (zero: lowest compared OMol25 entry of this formula, charge and spin) in eV: 0.0000

Geometry as XYZ:
```
37
Properties=species:S:1:pos:R:3:lowdin_charge:R:1
C 2.983 0.344 -0.813 -0.054
O 1.944 -0.622 -0.447 -0.141
C 2.037 -0.996 0.842 -0.329
C 2.871 -2.083 1.191 -0.580
Br 3.859 -2.894 -0.232 0.788
C 3.021 -2.520 2.541 -0.680
Br 4.166 -4.014 2.977 0.687
C 2.270 -1.875 3.568 -0.735
Br 2.473 -2.514 5.347 0.710
C 1.467 -0.776 3.227 -0.588
Br 0.411 -0.026 4.633 0.796
C 1.306 -0.339 1.863 -0.114
C 0.510 0.921 1.567 -0.071
N -0.618 0.653 0.657 0.084
C -1.818 0.130 1.126 -0.385
O -1.916 -0.207 2.293 0.066
C -2.931 -0.212 0.173 -0.061
C -2.306 -0.630 -1.132 -0.121
N -1.496 0.523 -1.587 -0.021
C -1.650 0.946 -2.983 -0.043
C -2.760 1.958 -3.266 -0.467
O -3.519 2.342 -2.382 0.090
O -2.904 2.349 -4.547 0.115
C -0.606 1.035 -0.671 -0.425
O 0.127 1.948 -1.084 0.050
H 2.776 1.364 -0.385 0.095
H 2.993 0.453 -1.908 0.099
H 3.999 0.028 -0.448 0.085
H 0.079 1.399 2.467 0.094
H 1.182 1.637 1.125 0.118
H -3.555 0.670 0.029 0.133
H -3.534 -1.022 0.599 0.135
H -1.679 -1.503 -1.003 0.130
H -3.054 -0.885 -1.852 0.119
H -1.742 0.044 -3.665 0.159
H -0.711 1.448 -3.278 0.137
H -3.677 2.926 -4.545 0.126
```